[1]
Below is the ion C2H3NOPS with charge +1, with properties calculated with ωB97M-V/def2-TZVPD.

Last column: Löwdin charge in e.
Positions of all 9 atoms, in Å:
C1 -0.036 0.038 0.006  -0.49
C2 0.131 -1.405 -0.188  -0.07
N1 -0.821 0.676 1.088  0.04
O1 -0.666 1.942 1.061  -0.48
P1 0.150 2.837 -0.005  0.92
S1 0.746 1.185 -1.175  0.78
H1 1.156 -1.521 -0.562  0.10
H2 -0.681 -1.754 -0.854  0.13
H3 0.021 -1.997 0.630  0.06

Its largest force on an atom is 7.7 eV/Å. As for the charge: +1. The calculation puts the HOMO-LUMO gap (alpha / beta) at 8.43 / 8.43 eV. The LUMO energy (alpha / beta) is -6.905 / -6.906 eV. Its relative energy (zero: lowest compared OMol25 entry of this formula, charge and spin) is 54.5 kJ/mol. For the HOMO energy (alpha / beta), the calculation gives -15.3 / -15.3 eV.

[2]
Below is a cluster of 2 separate species, C5H8O4 in total, with properties calculated with ωB97M-V/def2-TZVPD.

Last column: Löwdin charge in e.
Positions of all 17 atoms, in Å:
C1 -1.455 -1.308 1.025  -0.17
C2 -0.966 -0.143 0.064  -0.12
C3 -1.992 -1.037 2.542  -0.76
O1 -1.310 -0.405 3.393  -0.13
O2 -3.144 -1.462 2.796  -0.15
H1 -2.405 -1.742 0.491  0.10
H2 -0.727 -1.999 1.467  0.08
H3 -1.365 0.821 0.371  0.07
H4 -1.332 -0.357 -0.926  0.04
H5 0.080 -0.196 0.181  0.03
C4 1.500 0.833 -1.800  -0.07
C5 2.805 1.707 -1.380  -0.79
O3 3.810 0.947 -1.418  -0.14
O4 2.613 2.878 -1.053  -0.09
H6 1.566 0.599 -2.863  0.03
H7 0.421 0.891 -1.682  0.01
H8 1.901 -0.026 -1.210  0.05

Its largest force on an atom is 3.1 eV/Å. As for the charge: -2. The calculation puts the HOMO-LUMO gap at 7.89 eV. The LUMO energy is 6.419 eV. Its relative energy (zero: lowest compared OMol25 entry of this formula, charge and spin) is 171.5 kJ/mol. For the HOMO energy, the calculation gives -1.5 eV.

[3]
Below is a structure of composition C24H23GaN8O2S2, with properties calculated with ωB97M-V/def2-TZVPD.

Last column: Löwdin charge in e.
Positions of all 60 atoms, in Å:
Ga1 0.692 0.960 0.349  0.67
O1 1.366 -3.128 3.505  0.09
C1 1.081 -3.754 2.428  -0.28
C2 0.924 -5.168 2.414  0.02
C3 0.715 -5.837 1.218  -0.07
C4 0.653 -5.167 0.027  -0.08
C5 0.736 -3.750 -0.014  0.00
C6 0.994 -3.053 1.160  -0.08
C7 1.087 -1.614 1.196  -0.35
O2 0.892 -0.974 0.092  -0.04
N1 1.261 -0.969 2.360  0.09
N2 1.335 0.408 2.145  -0.01
C8 2.121 1.151 2.927  0.00
C9 2.615 2.319 2.306  -0.22
C10 3.494 3.260 2.884  0.03
C11 3.771 4.440 2.215  0.03
C12 3.313 4.595 0.854  0.02
C13 2.523 3.599 0.292  -0.09
N3 2.139 2.529 0.996  0.05
H1 1.465 -2.100 3.250  0.08
H2 0.944 -5.709 3.355  0.12
H3 0.599 -6.933 1.195  0.13
H4 0.558 -5.688 -0.922  0.11
H5 0.593 -3.183 -0.958  0.12
H6 2.511 0.773 3.877  0.16
H7 3.849 3.014 3.896  0.14
H8 4.323 5.223 2.715  0.13
H9 3.482 5.529 0.365  0.11
H10 2.138 3.668 -0.742  0.13
N4 -1.050 2.418 2.872  0.13
C14 -1.807 1.784 1.945  -0.62
N5 -1.311 0.951 1.024  0.05
C15 -2.407 0.413 0.233  -0.25
C16 -2.355 -0.644 -0.688  -0.01
C17 -3.566 -1.067 -1.231  -0.04
C18 -4.777 -0.471 -0.888  -0.08
C19 -4.835 0.544 -0.013  -0.09
C20 -3.651 0.984 0.565  -0.44
S1 -3.564 2.075 1.970  1.14
H11 -0.035 2.437 2.735  0.08
H12 -1.485 3.030 3.547  0.12
H13 -1.406 -1.081 -0.991  0.10
H14 -3.570 -1.850 -2.012  0.13
H15 -5.668 -0.760 -1.427  0.13
H16 -5.793 0.974 0.346  0.14
C21 -0.786 -1.707 -4.817  -0.09
C22 0.442 -0.800 -4.817  -0.22
C23 0.225 0.263 -3.784  -0.58
N6 0.810 0.253 -2.647  0.05
N7 0.415 1.269 -1.770  -0.05
C24 -0.471 2.082 -2.314  -0.59
N8 -0.983 3.179 -1.673  0.14
S2 -0.942 1.582 -3.999  1.13
H17 -0.808 -2.334 -5.719  0.09
H18 -1.726 -1.142 -4.753  0.06
H19 -0.758 -2.330 -3.899  0.08
H20 0.590 -0.306 -5.794  0.12
H21 1.375 -1.355 -4.533  0.14
H22 -0.600 3.386 -0.776  0.08
H23 -1.680 3.782 -2.074  0.12

Its largest force on an atom is 3.9 eV/Å. As for the charge: +2. The calculation puts the HOMO-LUMO gap (alpha / beta) at 4.75 / 4.75 eV. The LUMO energy (alpha / beta) is -7.676 / -7.675 eV. Its relative energy (zero: lowest compared OMol25 entry of this formula, charge and spin) is 5.8 kJ/mol. For the HOMO energy (alpha / beta), the calculation gives -12.4 / -12.4 eV.

[4]
Below is an isolated molecule of C21H22N2O5, with properties calculated with ωB97M-V/def2-TZVPD.

Last column: Löwdin charge in e.
Positions of all 50 atoms, in Å:
C1 -4.138 -4.030 -4.196  -0.09
H1 -4.842 -4.763 -4.582  0.07
H2 -3.245 -4.550 -3.857  0.07
H3 -3.856 -3.357 -5.003  0.07
C2 -4.765 -3.243 -3.043  -0.21
C3 -3.792 -2.228 -2.514  -0.25
C4 -3.725 -0.958 -3.072  -0.02
C5 -2.810 -0.027 -2.615  0.01
C6 -1.942 -0.376 -1.594  -0.20
C7 -1.984 -1.641 -1.032  0.01
C8 -2.911 -2.558 -1.492  -0.02
H4 -2.950 -3.543 -1.051  0.12
H5 -1.298 -1.897 -0.239  0.12
N1 -0.980 0.573 -1.106  0.12
C9 0.054 0.954 -1.946  -0.38
O1 0.069 0.665 -3.114  0.14
C10 1.200 1.639 -1.241  -0.09
C11 0.757 2.562 -0.132  -0.43
O2 1.329 3.570 0.191  0.12
N2 -0.375 2.135 0.518  0.22
C12 -1.211 1.094 0.154  -0.46
O3 -2.120 0.741 0.858  0.13
H6 -0.647 2.637 1.356  0.18
H7 1.782 2.217 -1.962  0.16
C13 2.090 0.494 -0.651  -0.05
C14 2.592 0.821 0.727  -0.18
C15 3.733 1.576 0.917  -0.02
C16 4.185 1.915 2.181  -0.02
C17 3.473 1.484 3.292  -0.27
C18 2.322 0.713 3.121  0.07
C19 1.874 0.386 1.854  -0.22
O4 0.747 -0.347 1.605  -0.11
C20 -0.015 -0.799 2.701  -0.07
H8 0.548 -1.511 3.311  0.10
H9 -0.888 -1.289 2.271  0.09
H10 -0.354 0.033 3.323  0.10
H11 1.805 0.395 4.011  0.12
O5 3.802 1.749 4.585  -0.08
C21 4.928 2.554 4.839  -0.09
H12 4.983 2.651 5.922  0.09
H13 5.847 2.087 4.471  0.10
H14 4.820 3.547 4.391  0.10
H15 5.076 2.511 2.280  0.10
H16 4.284 1.916 0.053  0.13
H17 1.503 -0.425 -0.597  0.12
H18 2.926 0.326 -1.329  0.13
H19 -2.763 0.959 -3.049  0.12
H20 -4.402 -0.689 -3.869  0.12
H21 -5.049 -3.934 -2.247  0.11
H22 -5.667 -2.741 -3.398  0.11

Its largest force on an atom is 0.7 eV/Å. Its SMILES is CCc1ccc(N2C(=O)NC(=O)[C@@H](Cc3ccc(OC)cc3OC)C2=O)cc1. The calculation puts the HOMO-LUMO gap at 9.16 eV. The LUMO energy is 0.740 eV. Its relative energy (zero: lowest compared OMol25 entry of this formula, charge and spin) is 102.3 kJ/mol. For the HOMO energy, the calculation gives -8.4 eV.

[5]
Below is a cluster of 9 separate species, C27H72O27S9 in total, with properties calculated with ωB97M-V/def2-TZVPD.

Last column: Löwdin charge in e.
Positions of all 135 atoms, in Å:
O1 -9.432 29.706 25.401  -0.26
S1 -8.349 30.529 25.774  0.55
O2 -7.061 30.404 25.195  -0.25
O3 -8.834 32.030 25.653  -0.25
C1 -7.827 33.031 25.673  -0.28
C2 -7.292 33.277 24.272  -0.07
C3 -8.222 30.463 27.534  -0.12
H1 -6.998 32.772 26.330  0.11
H2 -8.284 33.976 25.955  0.12
H3 -6.707 32.429 23.928  0.07
H4 -6.644 34.156 24.264  0.08
H5 -8.129 33.481 23.607  0.08
H6 -7.571 31.273 27.866  0.07
H7 -7.715 29.534 27.796  0.05
H8 -9.205 30.609 27.964  0.07
O4 -5.454 21.875 26.010  -0.28
S2 -5.867 21.114 24.869  0.57
O5 -6.792 20.040 25.040  -0.27
O6 -6.379 21.998 23.661  -0.25
C4 -7.074 23.275 23.868  -0.20
C5 -8.523 22.989 24.101  -0.07
C6 -4.424 20.490 24.083  -0.12
H9 -6.882 23.847 22.964  0.13
H10 -6.624 23.835 24.683  0.10
H11 -9.146 23.866 24.282  0.07
H12 -8.624 22.389 25.011  0.07
H13 -9.019 22.486 23.270  0.09
H14 -3.943 19.825 24.795  0.08
H15 -3.764 21.318 23.843  0.08
H16 -4.706 19.969 23.175  0.08
O7 -11.165 26.224 32.771  -0.25
S3 -10.425 26.723 31.675  0.55
O8 -11.112 27.134 30.489  -0.29
O9 -9.573 27.953 32.148  -0.26
C7 -8.755 28.716 31.212  -0.24
C8 -9.194 30.165 31.238  -0.05
C9 -9.115 25.649 31.211  -0.11
H17 -8.924 28.354 30.193  0.09
H18 -7.718 28.518 31.478  0.13
H19 -10.281 30.175 31.191  0.09
H20 -8.770 30.636 30.349  0.06
H21 -8.874 30.718 32.117  0.08
H22 -8.552 25.399 32.107  0.08
H23 -8.487 26.165 30.487  0.05
H24 -9.430 24.726 30.733  0.05
O10 -11.554 23.998 29.466  -0.26
S4 -12.427 24.512 28.473  0.55
O11 -12.033 25.426 27.459  -0.26
O12 -13.239 23.317 27.811  -0.27
C10 -13.564 22.203 28.736  -0.22
C11 -14.449 21.277 27.942  -0.06
C12 -13.784 25.316 29.283  -0.10
H25 -14.075 22.565 29.633  0.12
H26 -12.597 21.791 29.012  0.07
H27 -14.736 20.367 28.472  0.09
H28 -13.974 20.984 27.013  0.06
H29 -15.412 21.745 27.723  0.09
H30 -14.281 24.642 29.976  0.06
H31 -14.503 25.571 28.512  0.08
H32 -13.334 26.167 29.788  0.06
O13 -10.302 26.221 22.552  -0.25
S5 -11.621 25.746 22.763  0.54
O14 -12.394 25.394 21.641  -0.26
O15 -11.488 24.456 23.693  -0.28
C13 -12.620 23.553 23.676  -0.24
C14 -12.214 22.511 24.691  -0.06
C15 -12.524 26.811 23.830  -0.11
H33 -12.707 23.089 22.692  0.12
H34 -13.572 24.043 23.891  0.12
H35 -11.974 22.899 25.672  0.07
H36 -11.346 21.959 24.303  0.07
H37 -12.919 21.672 24.736  0.07
H38 -13.534 26.444 23.977  0.07
H39 -12.498 27.809 23.412  0.08
H40 -12.013 26.826 24.781  0.06
O16 -12.426 19.118 27.956  -0.25
S6 -11.212 19.522 27.349  0.52
O17 -10.763 20.844 27.595  -0.26
O18 -10.081 18.513 27.745  -0.23
C16 -8.708 18.915 27.552  -0.23
C17 -8.118 19.506 28.824  -0.06
C18 -11.259 19.270 25.603  -0.10
H41 -8.579 19.605 26.715  0.09
H42 -8.156 18.009 27.309  0.13
H43 -8.119 18.712 29.575  0.09
H44 -8.700 20.338 29.211  0.05
H45 -7.102 19.842 28.618  0.06
H46 -10.425 19.776 25.139  0.07
H47 -12.225 19.626 25.250  0.06
H48 -11.315 18.190 25.476  0.08
O19 -9.318 21.685 34.879  -0.25
S7 -9.823 22.250 33.687  0.56
O20 -8.946 22.939 32.797  -0.28
O21 -10.516 21.065 32.877  -0.27
C19 -10.844 21.300 31.463  -0.22
C20 -11.346 19.967 30.941  -0.05
C21 -11.273 23.217 34.016  -0.11
H49 -9.941 21.596 30.935  0.10
H50 -11.655 22.035 31.441  0.11
H51 -11.673 20.091 29.912  0.03
H52 -12.206 19.609 31.508  0.09
H53 -10.545 19.241 31.069  0.09
H54 -11.073 23.826 34.894  0.08
H55 -12.082 22.518 34.197  0.07
H56 -11.501 23.875 33.183  0.04
O22 -6.964 27.284 28.269  -0.28
S8 -7.459 26.202 27.482  0.54
O23 -6.773 25.791 26.302  -0.26
O24 -7.665 24.955 28.408  -0.24
C22 -7.629 23.662 27.785  -0.25
C23 -7.887 22.662 28.857  -0.05
C24 -9.128 26.591 27.130  -0.10
H57 -6.693 23.490 27.268  0.08
H58 -8.436 23.500 27.064  0.12
H59 -8.949 22.543 29.061  0.07
H60 -7.282 22.833 29.745  0.08
H61 -7.572 21.693 28.450  0.04
H62 -9.549 25.761 26.548  0.07
H63 -9.202 27.458 26.483  0.06
H64 -9.730 26.593 28.035  0.06
O25 -3.012 21.903 31.171  -0.25
S9 -4.008 22.342 30.275  0.55
O26 -5.145 23.055 30.740  -0.27
O27 -3.283 23.257 29.211  -0.25
C25 -4.114 23.968 28.253  -0.25
C26 -3.232 24.908 27.497  -0.05
C27 -4.477 21.000 29.210  -0.11
H65 -4.854 24.543 28.806  0.11
H66 -4.533 23.223 27.580  0.08
H67 -3.520 25.072 26.459  0.08
H68 -2.198 24.557 27.519  0.08
H69 -3.220 25.902 27.948  0.08
H70 -4.730 20.157 29.849  0.08
H71 -3.581 20.769 28.646  0.08
H72 -5.337 21.330 28.641  0.03

Its largest force on an atom is 3.0 eV/Å. Its SMILES is CCOS(C)(=O)=O.CCOS(C)(=O)=O.CCOS(C)(=O)=O.CCOS(C)(=O)=O.CCOS(C)(=O)=O.CCOS(C)(=O)=O.CCOS(C)(=O)=O.CCOS(C)(=O)=O.CCOS(C)(=O)=O. The calculation puts the HOMO-LUMO gap at 11.16 eV. The LUMO energy is 0.118 eV. Its relative energy (zero: lowest compared OMol25 entry of this formula, charge and spin) is 0.0 kJ/mol. For the HOMO energy, the calculation gives -11.0 eV.

[6]
Below is a cluster of 2 separate species, C4H12 in total, with properties calculated with ωB97M-V/def2-TZVPD.

Last column: Löwdin charge in e.
Positions of all 16 atoms, in Å:
C1 -0.461 -0.464 2.179  -0.15
C2 -0.035 -1.838 1.564  -0.18
H1 0.098 -0.321 3.089  0.05
H2 -0.042 0.257 1.463  0.03
H3 -1.537 -0.563 2.224  0.06
H4 0.902 -1.935 1.028  0.05
H5 -0.875 -2.169 0.937  0.05
H6 -0.026 -2.606 2.377  0.06
C3 0.238 1.664 -2.460  -0.16
C4 0.246 0.682 -1.269  -0.18
H7 1.184 1.617 -2.998  0.06
H8 -0.643 1.444 -3.056  0.06
H9 0.069 2.688 -2.115  0.06
H10 -0.705 0.194 -1.047  0.06
H11 0.746 1.122 -0.404  0.05
H12 0.908 -0.139 -1.591  0.06

Its largest force on an atom is 3.0 eV/Å. Its SMILES is CC.CC. The calculation puts the HOMO-LUMO gap at 12.59 eV. The LUMO energy is 1.145 eV. Its relative energy (zero: lowest compared OMol25 entry of this formula, charge and spin) is 54.9 kJ/mol. For the HOMO energy, the calculation gives -11.4 eV.